[1]
# C21H44N3O10

A 7-piece molecular cluster, C21H44N3O10 overall at a distorted geometry (the ωB97M-V functional and the def2-TZVPD basis, OMol25).

Structure (XYZ):
```
78
Properties=species:S:1:pos:R:3:mulliken_charge:R:1
C 0.601 0.953 3.919 -0.713
C -0.900 0.855 3.711 0.664
O -1.647 1.627 4.255 -0.508
N -1.399 -0.129 2.800 0.982
H -2.413 0.008 2.448 0.253
H -0.762 -0.358 1.986 -0.145
C -1.645 -1.460 3.352 -0.928
H 1.049 1.688 3.361 0.218
H 1.122 0.070 3.343 0.072
H 0.860 1.168 5.016 0.408
H -1.658 -2.170 2.560 0.327
H -2.684 -1.735 3.907 0.295
H -1.022 -1.935 4.187 0.304
C -1.079 0.822 -4.026 -0.786
C -0.565 -0.616 -4.421 0.671
O -0.110 -0.878 -5.502 -0.421
N -0.817 -1.696 -3.258 0.081
H -0.075 -1.261 -2.703 0.297
H -1.648 -1.405 -2.729 0.343
C -0.682 -3.096 -3.600 -0.827
H -0.387 1.128 -3.385 0.151
H -2.061 0.719 -3.521 0.285
H -1.041 1.376 -5.128 0.334
H -1.540 -3.352 -4.234 0.410
H -0.941 -3.647 -2.747 0.344
H 0.374 -3.425 -3.879 0.307
N 0.372 -0.044 -0.027 1.042
O 0.395 0.989 0.582 -0.472
O 0.269 0.066 -1.257 -0.827
O -0.168 -1.037 0.662 -1.268
C 0.137 4.111 -1.667 -1.035
C 0.275 4.672 -0.249 0.736
C -0.358 6.002 -0.036 -1.372
O -0.296 3.749 0.656 -0.469
H -0.984 3.760 -1.781 0.014
H 0.873 3.302 -1.831 0.134
H 0.431 4.698 -2.392 0.743
H 1.377 4.589 -0.042 0.061
H -0.033 6.878 -0.446 0.491
H -0.151 6.333 1.217 0.231
H -1.555 5.974 -0.289 0.240
H 0.144 2.781 0.575 0.373
C 0.572 -4.380 1.313 -0.824
C 1.409 -4.012 0.124 0.417
C 1.741 -5.327 -0.768 -1.671
O 0.695 -3.247 -0.834 -0.360
H 0.029 -3.582 1.599 -0.122
H 0.967 -4.765 2.225 0.440
H -0.301 -4.904 0.969 0.367
H 2.251 -3.472 0.322 0.402
H 2.019 -4.769 -1.550 0.426
H 0.947 -5.814 -1.031 0.515
H 2.516 -5.759 -0.175 0.408
H 0.206 -2.573 -0.285 0.144
C -3.086 1.493 -0.245 -0.580
C -3.892 0.862 0.793 0.461
C -5.356 0.642 0.320 -1.575
O -3.367 -0.416 1.090 -0.615
H -2.906 1.139 -1.316 -0.158
H -2.117 1.705 0.114 0.139
H -3.357 2.490 -0.757 0.455
H -3.985 1.729 1.617 0.285
H -6.167 0.274 0.958 0.401
H -5.481 0.173 -0.646 0.365
H -5.780 1.663 0.115 0.389
H -3.455 -1.018 0.257 0.367
C 5.858 -0.478 -0.175 -0.586
C 5.226 -1.073 0.962 -0.397
C 4.113 -0.412 1.791 0.509
O 3.681 -0.750 2.864 -0.574
C 3.622 0.830 1.189 0.006
C 4.227 1.392 -0.009 -0.303
C 5.235 0.704 -0.802 0.474
O 5.579 1.020 -1.919 -0.520
H 6.698 -0.895 -0.518 0.577
H 5.661 -1.966 1.595 0.301
H 2.707 1.175 1.827 0.006
H 3.633 2.244 -0.399 0.389
```

lowest unoccupied orbital energy = -3.95 eV
energy above the lowest of the compared OMol25 structures with the same formula, charge and spin = 0.0 kJ/mol
net charge = +1
orbital gap = 7.92 eV
multiplicity = 1


[2]
# CH4O2S2

A 2-piece molecular cluster, CH4O2S2 overall at a distorted geometry (the ωB97M-V functional and the def2-TZVPD basis, OMol25).

Structure (XYZ):
```
9
Properties=species:S:1:pos:R:3:mulliken_charge:R:1
C 0.996 -1.139 -0.120 0.043
O -0.322 -1.333 0.081 -0.324
O -2.052 1.177 0.056 -0.613
S 3.600 0.127 0.128 -0.397
S 1.673 0.344 0.133 -0.003
H 1.460 -1.955 -0.462 0.423
H -0.697 -0.541 0.348 0.255
H -1.891 2.087 0.391 0.320
H -2.767 1.233 -0.557 0.296
```

lowest unoccupied orbital energy (alpha / beta) = -0.34 / -0.34 eV
energy above the lowest of the compared OMol25 structures with the same formula, charge and spin = 119.1 kJ/mol
orbital gap (alpha / beta) = 7.53 / 7.53 eV
multiplicity = 1


[3]
# C5H10O

One molecule with the formula C5H10O (the ωB97M-V functional and the def2-TZVPD basis, OMol25).

Structure (XYZ):
```
16
Properties=species:S:1:pos:R:3:mulliken_charge:R:1
C -0.494 -1.198 0.952 -1.385
C 0.243 0.096 0.544 0.658
C 1.752 -0.189 0.501 -1.413
C -0.299 0.440 -0.858 -0.220
C -1.428 1.291 -1.267 -0.314
O -0.103 1.604 -1.666 -0.456
H -1.557 -1.030 1.152 0.323
H -0.049 -1.650 1.847 0.400
H -0.419 -1.945 0.151 0.329
H 0.043 0.859 1.310 0.288
H 2.115 -0.578 1.462 0.390
H 2.335 0.704 0.256 0.335
H 1.969 -0.954 -0.255 0.315
H -0.125 -0.430 -1.491 0.295
H -2.131 0.919 -2.017 0.221
H -1.852 2.060 -0.622 0.236
```

lowest unoccupied orbital energy = 1.14 eV
energy above the lowest of the compared OMol25 structures with the same formula, charge and spin = 144.7 kJ/mol
SMILES = CC(C)[C@H]1CO1
orbital gap = 11.27 eV
multiplicity = 1


[4]
# C46H46BCl13N3O2S

A 7-piece molecular cluster, C46H46BCl13N3O2S overall at a distorted geometry (the ωB97M-V functional and the def2-TZVPD basis, OMol25).

Structure (XYZ):
```
112
Properties=species:S:1:pos:R:3:mulliken_charge:R:1
C -2.240 -0.613 3.198 -0.616
C -2.670 0.438 2.165 0.538
Cl -1.492 0.339 0.807 -0.224
C -2.728 1.825 2.797 -0.950
B -2.904 3.138 1.827 0.772
C -1.713 4.244 2.041 -1.067
C -0.279 3.729 1.787 0.354
C 0.671 4.840 1.304 -0.840
C 1.822 4.303 0.461 -0.789
N 2.712 3.425 1.282 -0.172
C 2.806 2.088 0.793 0.395
N 2.361 1.073 1.403 -0.454
N 3.453 1.902 -0.447 -0.520
O -4.183 3.847 2.393 -0.572
C -4.666 4.566 1.321 -0.953
C -4.523 3.586 0.152 0.006
S -4.396 4.411 -1.478 -0.338
O -3.325 2.916 0.416 -0.569
H -3.045 -0.806 3.908 0.358
H -1.374 -0.215 3.732 -0.475
H -1.908 -1.519 2.688 0.418
H -3.667 0.150 1.833 0.283
H -3.630 1.826 3.421 0.445
H -1.880 1.908 3.486 0.127
H -1.802 4.526 3.093 0.284
H -1.911 5.113 1.410 0.397
H 0.105 3.290 2.708 -0.049
H -0.330 2.972 0.998 0.095
H 0.115 5.578 0.725 0.464
H 1.136 5.282 2.192 0.173
H 2.411 5.134 0.067 0.355
H 1.411 3.695 -0.351 0.398
H 3.649 3.808 1.253 0.312
H 1.944 1.359 2.285 0.082
H 3.039 2.493 -1.157 0.315
H 3.294 0.933 -0.692 -0.047
H -5.713 4.874 1.450 0.406
H -4.104 5.482 1.065 0.344
H -5.321 2.839 0.102 0.343
H -4.080 3.311 -2.168 0.085
Cl 2.854 0.028 -2.868 -0.225
C 3.175 -1.675 -2.763 0.373
C 3.490 -2.289 -1.555 0.151
Cl 3.588 -1.388 -0.090 -0.033
C 3.733 -3.657 -1.529 -0.430
C 3.665 -4.404 -2.693 -0.355
C 3.352 -3.787 -3.895 -0.080
C 3.109 -2.425 -3.928 -0.777
H 3.977 -4.129 -0.588 0.448
H 3.856 -5.469 -2.661 0.401
H 3.293 -4.373 -4.803 0.130
H 2.860 -1.935 -4.859 0.395
Cl 2.141 -9.331 -4.563 -0.214
C 1.219 -8.182 -5.470 0.233
C 1.816 -7.059 -6.027 0.402
Cl 3.509 -6.757 -5.842 -0.177
C 1.049 -6.151 -6.741 -0.538
C -0.309 -6.363 -6.901 -0.356
C -0.908 -7.487 -6.349 -0.098
C -0.142 -8.393 -5.635 -0.671
H 1.521 -5.276 -7.167 0.400
H -0.898 -5.646 -7.457 0.302
H -1.967 -7.656 -6.474 0.330
H -0.598 -9.270 -5.198 0.397
Cl -1.448 10.293 3.918 -0.221
C -3.022 9.569 3.945 0.376
C -3.201 8.229 3.625 0.097
Cl -1.898 7.194 3.194 -0.096
C -4.479 7.681 3.650 -0.275
C -5.565 8.467 3.992 -0.733
C -5.383 9.806 4.315 -0.358
C -4.112 10.355 4.291 -0.463
H -4.606 6.635 3.398 0.516
H -6.556 8.032 4.007 0.378
H -6.229 10.423 4.586 0.355
H -3.960 11.396 4.539 0.386
Cl 9.091 -3.943 0.444 -0.215
C 8.831 -2.259 0.749 0.386
C 7.754 -1.584 0.188 0.272
Cl 6.611 -2.380 -0.827 -0.106
C 7.574 -0.232 0.448 -0.488
C 8.465 0.442 1.266 -0.626
C 9.539 -0.234 1.828 -0.425
C 9.721 -1.582 1.570 -0.424
H 6.730 0.284 0.010 0.520
H 8.317 1.495 1.464 0.382
H 10.236 0.288 2.470 0.355
H 10.555 -2.116 2.004 0.392
Cl 2.734 2.407 5.189 -0.163
C 1.795 1.933 6.559 0.334
C 0.771 1.002 6.435 0.223
Cl 0.402 0.274 4.917 -0.161
C 0.020 0.649 7.548 -0.519
C 0.292 1.218 8.780 -0.481
C 1.319 2.145 8.905 -0.474
C 2.067 2.501 7.796 -0.387
H -0.778 -0.072 7.440 0.395
H -0.299 0.940 9.642 0.359
H 1.536 2.592 9.865 0.351
H 2.866 3.225 7.882 0.412
Cl -3.332 -6.811 -8.405 -0.160
C -4.713 -7.845 -8.297 0.416
C -4.675 -9.145 -8.783 0.231
Cl -3.242 -9.789 -9.506 -0.198
C -5.800 -9.951 -8.687 -0.395
C -6.958 -9.461 -8.107 -0.488
C -6.994 -8.163 -7.617 -0.467
C -5.873 -7.356 -7.713 -0.460
H -5.763 -10.962 -9.069 0.402
H -7.831 -10.095 -8.037 0.364
H -7.894 -7.777 -7.160 0.369
H -5.891 -6.344 -7.335 0.395
```

lowest unoccupied orbital energy = 1.58 eV
net charge = -1
orbital gap = 6.17 eV
multiplicity = 1